Entry 1:
Here is a 12-piece molecular cluster, C44H76N4O20 overall from the Open Molecules 2025 dataset. Energies are from wB97M-V/def2-TZVPD.

The charge is 0. Its energy relative to the best compared isomer or geometry (same formula, charge and spin) is 0.772 eV. The structure (SMILES) is O=C1CCCO1.O=C1CCCO1.O=C1CCCO1.O=C1CCCO1.O=C1CCCO1.O=C1CCCO1.O=C1CCCO1.O=C1CCCO1.CNC(C)=O.CNC(C)=O.CNC(C)=O.CNC(C)=O. As for the electronic energy: -3445.94835 Ha.

Last column: Mulliken charge in e.
Element x y z (Å)
O  1.0233  7.4016  -2.3700  -0.6600
C  1.4868  6.5066  -1.6248  0.3188
C  0.9823  6.0732  -0.2564  -0.1632
C  1.9404  4.9515  0.2425  -0.0313
C  2.6451  4.6039  -1.0587  0.2794
O  2.5738  5.7397  -1.9308  -0.3769
H  1.1635  6.8544  0.4818  0.3790
H  -0.0353  5.6910  -0.3372  0.0942
H  2.7357  5.4715  0.7765  0.4421
H  1.5418  4.0446  0.6972  -0.1966
H  3.6179  4.1988  -0.7802  0.4293
H  2.1869  3.6999  -1.4599  -0.3062
O  0.1489  -5.4717  5.6361  -0.7055
C  -0.3905  -5.0909  4.5555  0.3941
C  -1.1550  -5.9560  3.5740  -0.5467
C  -1.0143  -5.0861  2.3374  0.4154
C  -1.0681  -3.7167  2.8938  0.6224
O  -0.2990  -3.8347  4.1714  -0.2797
H  -0.6693  -6.9318  3.5711  0.3159
H  -2.1816  -5.8670  3.9292  0.3096
H  -0.0667  -5.3400  1.8624  -0.0919
H  -1.7559  -5.2204  1.5499  -0.0640
H  -0.5407  -3.0315  2.2301  -0.8320
H  -2.0286  -3.2659  3.1435  0.3616
O  -1.6921  4.2774  -1.3745  -0.6779
C  -1.5390  3.9579  -2.6060  0.3339
C  -0.5821  4.6644  -3.5822  0.2307
C  -1.1075  4.1971  -4.9020  -0.7662
C  -1.8084  2.9376  -4.6114  -0.2807
O  -2.2617  2.9510  -3.2178  -0.1706
H  -0.5811  5.7351  -3.3783  0.3815
H  0.4315  4.2971  -3.4221  -0.2201
H  -1.8265  4.9353  -5.2572  0.2693
H  -0.3158  4.1039  -5.6453  0.3315
H  -2.6397  2.8681  -5.3130  0.3871
H  -1.1888  2.0663  -4.8236  0.1631
O  1.5789  -4.2530  -1.1716  -0.6704
C  2.0167  -4.1199  -0.0480  0.7214
C  2.5882  -2.9032  0.6566  0.2801
C  2.4156  -3.3416  2.0434  1.2084
C  2.7541  -4.7781  1.8793  -0.9498
O  2.0987  -5.1578  0.7476  -0.4386
H  3.6242  -2.7656  0.3470  0.1067
H  1.9757  -2.0435  0.3850  -0.4327
H  3.1929  -3.0124  2.7330  0.4375
H  1.4535  -3.0783  2.4831  -0.9891
H  3.7315  -5.1615  1.5865  0.3297
H  2.6354  -5.2935  2.8324  0.3568
O  -4.7468  -4.2188  0.4123  -0.7249
C  -3.7181  -4.1691  -0.2802  0.4557
C  -3.2053  -5.2113  -1.2546  -0.5278
C  -1.9480  -4.5838  -1.8349  -0.7989
C  -1.9614  -3.1424  -1.2026  1.0903
O  -2.9720  -3.0919  -0.2195  -0.1091
H  -3.1312  -6.1879  -0.7760  0.3612
H  -3.9009  -5.3175  -2.0870  0.2626
H  -1.0356  -5.1118  -1.5576  0.2116
H  -2.0267  -4.6040  -2.9219  0.4826
H  -0.9389  -2.9584  -0.8728  -0.1298
H  -2.1967  -2.3836  -1.9489  -0.5606
O  -1.4743  -0.9119  1.3341  -0.2146
C  -0.8485  -0.1147  0.6039  -0.2134
C  0.0948  0.9430  0.9430  1.0956
C  0.5037  1.5251  -0.3817  0.7583
C  -0.0207  0.5626  -1.4256  0.3974
O  -0.9658  -0.2112  -0.7255  -0.3011
H  -0.4519  1.7212  1.4757  -0.5774
H  0.9564  0.4938  1.4368  0.0544
H  0.0385  2.4889  -0.5888  -0.7319
H  1.5855  1.4459  -0.2752  0.1145
H  -0.5995  1.0440  -2.2139  -0.5998
H  0.6757  -0.0985  -1.9414  0.1330
O  -0.9912  3.7138  3.2917  -0.5455
C  -0.2795  3.7516  4.2534  0.4167
C  1.1314  4.3819  4.4531  -0.3497
C  1.5515  3.5562  5.6896  -0.4743
C  0.1428  3.4803  6.3864  -0.4850
O  -0.8333  3.2627  5.3568  -0.3282
H  1.6516  4.2291  3.5075  0.1503
H  0.9381  5.4057  4.7736  0.3057
H  2.0882  2.6323  5.4743  0.1800
H  2.2216  4.2106  6.2472  0.3863
H  0.2165  2.5791  6.9951  0.2910
H  0.0220  4.4216  6.9226  0.3676
O  3.4197  -1.0006  -1.8447  -0.6126
C  4.0628  -1.8960  -2.4287  0.7393
C  5.4977  -2.0937  -2.6399  -0.5148
C  5.5311  -2.7393  -4.0385  -0.5432
C  4.1176  -3.3942  -4.1747  -0.4738
O  3.4160  -2.6996  -3.2019  -0.2917
H  6.0865  -1.1766  -2.6211  0.2480
H  5.9042  -2.8062  -1.9221  0.3271
H  5.5327  -2.1188  -4.9346  0.1948
H  6.3240  -3.4802  -4.1408  0.3729
H  3.5821  -3.2432  -5.1120  0.3132
H  4.2984  -4.4530  -3.9893  0.2215
C  -4.4817  0.2269  2.5543  -0.8084
N  -4.0378  1.6676  2.7367  0.0821
C  -4.9025  2.6982  2.7485  0.5609
C  -4.3034  4.1158  2.7760  -0.3490
O  -6.1324  2.5617  2.7049  -0.6770
H  -5.1163  0.2540  1.6685  0.3318
H  -5.0617  -0.1656  3.3895  0.3533
H  -3.6546  -0.4346  2.2965  0.0106
H  -3.0320  1.7596  2.7455  0.1279
H  -4.5560  4.8586  2.0193  0.3251
H  -3.3075  3.8563  2.4170  -0.1605
H  -4.0786  4.4999  3.7710  0.2151
C  5.7356  1.7845  -4.1166  -0.9036
N  4.3771  1.2376  -4.5984  -0.1387
C  3.2191  1.6646  -4.1556  0.4416
C  1.9899  1.1220  -4.8320  -0.2618
O  3.1435  2.5710  -3.3124  -0.6286
H  6.2113  2.4833  -4.8046  0.3758
H  6.5040  1.0263  -3.9658  0.2950
H  5.6689  2.4830  -3.2825  0.2576
H  4.3713  0.4474  -5.2274  0.2348
H  1.3048  1.2782  -3.9988  -0.4138
H  2.0770  0.0544  -5.0340  0.3906
H  1.7091  1.6408  -5.7486  0.3743
C  -0.9121  -0.2584  5.7285  -1.2465
N  -0.0271  -0.1424  4.5222  1.0981
C  1.2661  -0.4966  4.4541  0.8182
C  1.8870  -1.2229  5.6617  -1.6106
O  1.9690  -0.1306  3.5460  -0.5873
H  -1.2366  -1.2611  6.0069  0.3387
H  -1.7233  0.4635  5.6342  0.3427
H  -0.4326  0.0323  6.6632  0.3429
H  -0.3603  0.2580  3.6569  -0.5002
H  1.8214  -0.7481  6.6407  0.4522
H  2.9700  -1.1215  5.5923  0.4281
H  1.5714  -2.2636  5.7350  0.2028
C  -3.7156  -0.3012  -3.0017  -0.5436
N  -4.7732  -0.7600  -3.9039  -0.1101
C  -5.1098  -2.0468  -3.8828  0.5844
C  -6.2771  -2.5269  -4.8111  -1.2834
O  -4.4803  -2.9767  -3.2827  -0.5516
H  -2.7082  -0.5771  -3.3135  0.0706
H  -3.7762  -0.7193  -1.9969  0.1685
H  -3.8041  0.7852  -2.9930  0.4073
H  -5.3909  -0.0785  -4.3212  0.2921
H  -6.9910  -1.7196  -4.6479  0.3554
H  -6.7410  -3.5128  -4.8426  0.2983
H  -5.8130  -2.3045  -5.7719  0.3247


Entry 2:
Here is a 4-piece molecular cluster, C44H78ClNO19P4S2 overall from the Open Molecules 2025 dataset. Energies are from wB97M-V/def2-TZVPD.

The charge is -2. Its energy relative to the best compared isomer or geometry (same formula, charge and spin) is 2.600 eV. As for the electronic energy: -5829.76704 Ha.

Last column: Mulliken charge in e.
Element x y z (Å)
C  -1.6626  0.6082  -0.2693  -1.1705
C  -1.0650  -0.7176  -0.8080  -0.1052
O  -1.7145  -0.9773  -2.0153  -0.3935
P  -1.7276  -2.6243  -2.6490  0.7787
Cl  0.1772  -3.2112  -1.7720  -0.3872
C  -0.9094  -1.9021  -4.2497  -1.0045
C  0.2510  -2.7419  -4.8055  -0.6588
C  1.6418  -2.1151  -4.5161  -0.5330
S  2.8044  -3.4284  -3.9287  0.0774
C  3.8808  -3.7394  -5.3178  -0.4056
S  3.2198  -4.2439  -6.7164  -0.1563
N  5.2976  -3.5767  -5.1633  0.3017
C  5.7271  -3.6479  -3.7866  -0.8465
C  6.1442  -4.8911  -3.3335  -0.2142
C  6.5424  -5.0912  -2.0193  -0.6060
C  6.5173  -4.0302  -1.1219  -0.3345
C  6.1224  -2.7798  -1.5842  -0.7671
C  5.7234  -2.5826  -2.8958  0.5010
C  5.8477  -2.4511  -5.8481  0.6446
C  5.1163  -1.5567  -6.6270  -0.1374
C  5.7170  -0.5043  -7.2990  -0.9410
C  7.0908  -0.3070  -7.2347  -0.3738
C  7.8311  -1.1757  -6.4459  -0.6509
C  7.2259  -2.2263  -5.7754  -0.0368
C  -2.0730  -4.4023  -3.4650  0.9932
O  -2.9244  -4.5183  -4.3682  -0.7871
O  -1.3844  -5.3445  -3.0070  -0.7523
O  -3.2485  -2.1197  -3.3896  -0.4316
C  -4.2944  -2.1672  -2.4900  -0.8231
C  -3.9669  -3.2906  -1.4521  0.7648
C  -4.7012  -3.1672  -0.0958  -1.0688
C  -5.6662  -4.3391  0.0996  -0.7986
O  -4.9437  -5.5650  0.3070  -0.0962
C  -5.5183  -6.6292  -0.2990  0.5005
O  -5.7182  -6.7088  -1.4712  -0.5340
C  -5.8880  -7.8119  0.5882  -0.4567
C  -5.7674  -7.5288  2.1060  -0.8458
O  -2.5916  -3.2194  -1.2655  -0.7018
H  -2.6577  0.4457  0.1599  0.2975
H  -0.9885  1.1170  0.4293  0.3756
H  -1.8229  1.3009  -1.1041  0.1521
H  -1.2368  -1.4637  -0.0269  0.2556
H  0.0089  -0.5079  -0.9337  0.2266
H  -0.4859  -0.9368  -3.9319  0.1361
H  -1.6737  -1.6679  -4.9871  0.3820
H  0.1549  -2.7485  -5.9025  0.2759
H  0.2587  -3.7917  -4.5073  0.5315
H  2.0715  -1.6087  -5.3802  0.4177
H  1.5419  -1.4658  -3.6447  0.3965
H  6.1598  -5.7439  -4.0043  0.4126
H  6.8678  -6.0641  -1.6695  0.3598
H  6.7958  -4.1615  -0.0830  0.3815
H  6.0830  -1.9324  -0.9078  0.3315
H  5.3933  -1.6057  -3.2287  0.4614
H  4.0446  -1.6569  -6.7364  0.1491
H  5.1383  0.1851  -7.9040  0.3644
H  7.5730  0.4974  -7.7775  0.3735
H  8.9045  -1.0641  -6.3300  0.3379
H  7.8412  -2.8958  -5.1834  0.3927
H  -4.3827  -1.2258  -1.9041  0.2232
H  -5.2173  -2.4023  -3.0386  0.2538
H  -4.3708  -4.2110  -1.9024  0.1632
H  -3.9416  -3.2843  0.6851  0.2708
H  -5.2248  -2.2108  0.0099  0.3882
H  -6.3291  -4.1883  0.9635  0.3282
H  -6.2892  -4.4002  -0.7981  0.4974
H  -5.2503  -8.6696  0.3609  0.2991
H  -6.9093  -8.1386  0.3846  0.2807
H  -5.5544  -8.4596  2.6389  0.3388
H  -4.9252  -6.8631  2.2822  0.1021
H  -6.7158  -7.1491  2.4919  0.3106
O  -1.1609  4.1864  -0.8880  -0.7046
P  -0.8798  5.6350  -1.0384  1.0957
O  -2.3303  6.3645  -0.8602  -0.3036
C  -3.0071  6.2810  0.3893  -0.5896
C  -2.2811  7.0665  1.4719  -0.6448
O  -0.7086  5.7113  -2.6649  -0.3459
C  -0.2022  4.5804  -3.3967  -0.3596
C  -1.3248  3.8892  -4.1393  -1.2023
O  -0.0559  7.0398  -0.8171  -0.2983
C  0.0390  8.0829  -1.7890  -0.2621
C  -1.2492  8.8402  -2.0230  -1.0302
H  -3.1124  5.2401  0.7077  0.2671
H  -4.0088  6.6740  0.2157  0.3527
H  -1.3063  6.6256  1.6917  0.1428
H  -2.8666  7.0757  2.3930  0.4758
H  -2.1067  8.0949  1.1538  0.0979
H  0.3146  3.8865  -2.7357  0.3844
H  0.5359  4.9621  -4.1068  0.3333
H  -2.1527  3.6509  -3.4726  0.2785
H  -0.9767  2.9661  -4.6035  0.4149
H  -1.7215  4.5434  -4.9191  0.3263
H  0.4584  7.7142  -2.7222  0.2610
H  0.7786  8.7802  -1.3837  0.3673
H  -1.9733  8.2356  -2.5666  0.3085
H  -1.0467  9.7352  -2.6147  0.4494
H  -1.7050  9.1398  -1.0789  0.1696
O  0.9749  12.1384  1.3892  -0.8165
P  1.8771  11.3951  2.3097  1.1711
O  0.8931  10.3667  3.1019  -0.3459
C  0.2452  9.3227  2.3643  -0.2373
C  1.2215  8.2171  1.9770  -0.5563
O  2.0984  12.5517  3.4619  -0.3578
C  2.0433  13.9373  3.1250  -0.3562
C  0.7437  14.5429  3.6136  -1.1469
O  3.2732  10.6580  2.6820  -0.3405
C  3.9178  10.7035  3.9588  -0.1767
C  3.1955  9.9397  5.0454  -0.9291
H  -0.2481  9.7389  1.4818  0.2296
H  -0.5280  8.9094  3.0112  0.2581
H  1.9808  8.5791  1.2784  0.2872
H  0.6903  7.3964  1.5039  0.0465
H  1.7446  7.8435  2.8580  0.1837
H  2.1669  14.0862  2.0529  0.3705
H  2.8883  14.4244  3.6191  0.3237
H  -0.1134  13.9651  3.2693  0.2891
H  0.6362  15.5717  3.2649  0.3771
H  0.7116  14.5408  4.7047  0.2983
H  4.1223  11.7279  4.2620  0.2367
H  4.8938  10.2399  3.7993  0.3432
H  2.2823  10.4486  5.3510  0.2683
H  3.8395  9.8505  5.9220  0.4090
H  2.9241  8.9406  4.7064  0.1794
O  -3.2559  -8.8026  4.1483  -0.7133
P  -1.8508  -8.9666  4.5999  1.0933
O  -1.9765  -9.8868  5.9545  -0.2773
C  -2.4492  -11.2250  5.8315  -0.3319
C  -1.4118  -12.1403  5.2042  -0.9364
O  -1.6062  -7.4959  5.2799  -0.4003
C  -2.2951  -6.3389  4.7794  -0.2270
C  -3.4027  -5.9388  5.7303  -1.2176
O  -0.2658  -9.2080  4.3569  -0.3492
C  0.7846  -8.6071  5.1171  -0.2076
C  0.8982  -9.1197  6.5358  -0.8940
H  -3.3779  -11.2407  5.2538  0.2669
H  -2.6832  -11.5683  6.8402  0.3082
H  -1.2070  -11.8514  4.1707  0.2782
H  -1.7607  -13.1743  5.2064  0.4042
H  -0.4681  -12.0854  5.7472  0.1745
H  -2.6821  -6.5155  3.7778  0.2754
H  -1.5611  -5.5347  4.7035  0.3219
H  -4.0545  -6.7834  5.9548  0.2730
H  -4.0051  -5.1336  5.3077  0.3839
H  -2.9833  -5.5988  6.6800  0.3583
H  0.7187  -7.5223  5.0913  0.2456
H  1.7019  -8.8621  4.5819  0.3470
H  0.0778  -8.7608  7.1560  0.2622
H  1.8324  -8.7699  6.9791  0.4053
H  0.8843  -10.2095  6.5606  0.1534